No. 1
Molecular formula: C26H34FN5O4S
Method: DFT, wB97M-V/def2-TZVPD

Geometry as XYZ:
```
71
Properties=species:S:1:pos:R:3
C 3.104 -1.652 -0.334
C 3.419 -1.586 -1.826
C 2.198 -1.480 -2.719
O 1.405 -0.332 -2.439
C 0.401 -0.512 -1.494
N -0.862 -0.054 -2.097
O -1.909 -0.054 -1.161
C -2.378 -1.384 -0.881
C -2.497 -2.295 -2.082
S -0.770 1.505 -2.706
O -2.042 2.132 -2.589
O 0.367 2.193 -2.212
F -0.561 1.190 -4.199
H 2.930 -0.662 0.084
H 3.960 -2.062 0.191
H 2.237 -2.265 -0.099
H 3.911 -2.522 -2.110
H 4.131 -0.795 -2.055
H 1.615 -2.406 -2.712
H 2.548 -1.354 -3.745
H 0.604 0.075 -0.592
H 0.317 -1.557 -1.197
H -3.354 -1.236 -0.428
H -1.715 -1.824 -0.132
H -1.574 -2.394 -2.645
H -3.320 -2.016 -2.735
H -2.733 -3.291 -1.699
N -4.741 1.606 1.084
C -6.021 1.857 1.356
C -6.883 2.499 0.480
C -6.390 2.905 -0.750
C -5.062 2.651 -1.051
C -4.282 2.002 -0.105
H -6.367 1.526 2.330
H -7.914 2.675 0.757
H -7.030 3.412 -1.461
H -4.631 2.950 -1.997
H -3.242 1.789 -0.305
N 3.891 -0.272 2.620
C 4.591 0.792 3.007
C 4.722 1.187 4.330
C 4.086 0.437 5.306
C 3.352 -0.673 4.920
C 3.289 -0.982 3.570
H 5.070 1.354 2.212
H 5.305 2.060 4.587
H 4.162 0.712 6.350
H 2.839 -1.286 5.648
H 2.727 -1.844 3.224
N 3.217 -4.758 0.334
C 2.486 -5.449 1.207
C 2.182 -6.794 1.065
C 2.662 -7.463 -0.049
C 3.424 -6.761 -0.969
C 3.671 -5.418 -0.730
H 2.127 -4.888 2.064
H 1.584 -7.303 1.810
H 2.447 -8.513 -0.197
H 3.819 -7.243 -1.852
H 4.267 -4.834 -1.424
N -0.706 7.063 0.087
C -0.747 5.890 -0.545
C -1.904 5.143 -0.709
C -3.085 5.641 -0.185
C -3.062 6.859 0.477
C -1.852 7.526 0.583
H 0.200 5.534 -0.937
H -1.877 4.197 -1.234
H -4.009 5.087 -0.291
H -3.962 7.283 0.902
H -1.790 8.483 1.090
```

Output
* 2S+1: 1
* frontier orbital gap: 9.723 eV
* HOMO level: -9.22 eV
* structure (SMILES): CCCOCN(OCC)S(=O)(=O)F.c1ccncc1.c1ccncc1.c1ccncc1.c1ccncc1

No. 2
Molecular formula: C26H34KN6O3
Method: DFT, wB97M-V/def2-TZVPD

Geometry as XYZ:
```
70
Properties=species:S:1:pos:R:3
K -0.266 0.604 0.378
C -4.932 2.072 0.171
C -3.634 1.566 0.802
O -2.605 1.718 0.069
C -3.741 1.013 2.070
C -2.749 0.477 2.980
C -3.295 -0.050 4.294
N -1.480 0.420 2.733
N -0.728 -0.157 3.759
C 0.552 -0.251 3.491
O 1.217 0.111 2.466
C 1.344 -0.905 4.607
C 2.713 -1.096 4.450
C 3.471 -1.700 5.445
C 2.869 -2.124 6.621
C 1.501 -1.935 6.790
C 0.748 -1.333 5.794
H -5.082 1.573 -0.791
H -4.831 3.142 -0.031
H -5.812 1.909 0.794
H -4.749 0.993 2.465
H -4.376 0.078 4.351
H -2.823 0.466 5.132
H -3.045 -1.106 4.409
H 3.159 -0.753 3.525
H 4.537 -1.841 5.303
H 3.458 -2.595 7.400
H 1.021 -2.261 7.706
H -0.317 -1.182 5.909
C 2.259 -3.461 -1.797
C 2.080 -2.164 -1.036
O 0.972 -1.725 -0.786
N 3.230 -1.540 -0.672
C 3.245 -0.238 -0.017
C 3.182 0.896 -1.012
C 4.276 1.197 -1.821
C 4.173 2.218 -2.749
C 2.976 2.911 -2.840
C 1.943 2.548 -1.992
N 2.038 1.568 -1.097
H 1.547 -4.188 -1.413
H 3.269 -3.865 -1.726
H 2.023 -3.281 -2.846
H 4.100 -1.951 -0.960
H 4.162 -0.167 0.570
H 2.412 -0.183 0.682
H 5.196 0.635 -1.714
H 5.012 2.472 -3.385
H 2.841 3.718 -3.548
H 0.987 3.060 -2.029
C -1.886 -0.513 -2.166
C -2.754 -0.928 -3.381
N -2.482 -0.050 -4.525
C -1.085 -0.223 -4.923
C -0.147 0.015 -3.709
N -0.920 0.519 -2.579
C -1.663 1.715 -2.990
C -2.683 1.339 -4.097
H -1.325 -1.359 -1.764
H -2.489 -0.081 -1.365
H -3.819 -0.864 -3.146
H -2.547 -1.956 -3.693
H -0.877 0.485 -5.731
H -0.965 -1.231 -5.330
H 0.637 0.741 -3.949
H 0.343 -0.908 -3.390
H -0.939 2.447 -3.363
H -2.153 2.120 -2.103
H -2.588 1.988 -4.972
H -3.707 1.428 -3.728
```

Output
* net charge: -1
* 2S+1: 1
* frontier orbital gap: 4.655 eV
* HOMO level: -2.68 eV

No. 3
Molecular formula: C26H34N2O4
Method: DFT, wB97M-V/def2-TZVPD

Geometry as XYZ:
```
66
Properties=species:S:1:pos:R:3
C 0.514 0.188 6.978
H 1.176 -0.680 7.070
O 0.043 0.341 5.662
C 0.947 0.573 4.669
C 0.410 0.730 3.393
C 1.237 0.960 2.307
C 2.612 1.068 2.493
C 3.143 0.906 3.757
C 2.324 0.652 4.846
H 2.769 0.527 5.821
H 4.210 0.978 3.906
H 3.248 1.275 1.647
C 0.676 1.142 0.933
O 0.911 2.129 0.263
N -0.134 0.132 0.505
C -0.158 -1.110 1.195
C -1.327 -1.585 1.774
C -1.331 -2.791 2.461
C -0.149 -3.511 2.567
C 1.030 -3.050 2.000
C 1.013 -1.848 1.306
H 1.921 -1.471 0.859
C 2.310 -3.816 2.131
H 2.149 -4.764 2.639
H 3.035 -3.235 2.699
H 2.739 -4.014 1.150
H -0.147 -4.446 3.108
C -2.588 -3.280 3.114
H -2.694 -2.819 4.097
H -3.462 -3.014 2.524
H -2.564 -4.358 3.247
H -2.233 -1.002 1.716
C -0.696 0.215 -0.836
C -2.198 -0.069 -0.883
H -2.375 -1.130 -0.697
C -2.733 0.327 -2.267
N -1.727 0.111 -3.288
C -1.418 1.136 -4.127
O -2.095 2.135 -4.217
O -0.317 0.861 -4.847
C 0.163 1.806 -5.832
C 1.410 1.133 -6.408
H 1.147 0.176 -6.852
H 1.856 1.766 -7.169
H 2.138 0.960 -5.619
C -0.884 2.016 -6.925
H -1.160 1.061 -7.367
H -0.479 2.661 -7.701
H -1.773 2.480 -6.506
C 0.532 3.129 -5.161
H 0.989 3.794 -5.889
H 1.236 2.954 -4.350
H -0.357 3.603 -4.756
C -0.846 -1.004 -3.035
H -1.476 -1.882 -2.861
C 0.036 -0.728 -1.807
H 0.262 -1.671 -1.305
H 0.976 -0.267 -2.110
H -0.237 -1.184 -3.919
H -3.630 -0.256 -2.507
H -2.995 1.387 -2.297
H -2.716 0.510 -0.119
H -0.532 1.254 -1.146
H -0.660 0.677 3.280
H 1.039 1.084 7.326
H -0.371 0.030 7.592
```

Output
* 2S+1: 1
* frontier orbital gap: 9.235 eV
* HOMO level: -8.62 eV
* structure (SMILES): COc1cccc(C(=O)N(c2cc(C)cc(C)c2)C2CCN(C(=O)OC(C)(C)C)CC2)c1

No. 4
Molecular formula: C26H34N7O2PPtS4
Method: DFT, wB97M-V/def2-TZVPD

Geometry as XYZ:
```
75
Properties=species:S:1:pos:R:3
Pt 0.823 1.648 1.361
C 5.442 -2.459 -0.734
N 4.437 -1.772 -1.509
C 3.730 -2.458 -2.579
C 2.728 -1.391 -3.023
N 2.585 -0.621 -1.800
C 3.667 -0.776 -0.994
S 3.971 0.117 0.374
H 6.114 -2.985 -1.411
H 4.994 -3.180 -0.041
H 6.005 -1.731 -0.156
H 3.227 -3.357 -2.199
H 4.414 -2.754 -3.374
H 1.777 -1.813 -3.348
H 3.138 -0.783 -3.835
H 2.074 0.261 -1.748
C 1.376 6.369 2.281
C 0.218 5.712 2.673
C 0.069 4.351 2.434
C 1.064 3.612 1.786
C 2.217 4.296 1.388
C 2.376 5.654 1.639
H 1.496 7.428 2.472
H -0.570 6.260 3.175
H -0.835 3.852 2.765
H 3.003 3.760 0.867
H 3.283 6.155 1.322
C -2.569 -2.031 0.032
N -2.696 -1.254 1.343
C -2.335 -2.159 2.510
N -1.055 -2.746 2.320
C -0.993 -3.456 1.046
N -1.258 -2.595 -0.098
C -0.183 -1.597 -0.312
P 0.009 -0.479 1.147
C -1.784 -0.065 1.309
C 0.049 -1.793 2.458
H -2.795 -1.336 -0.775
H -3.319 -2.822 0.059
H -3.655 -0.911 1.439
H -3.109 -2.926 2.564
H -2.349 -1.535 3.403
H -1.739 -4.254 1.055
H -0.005 -3.901 0.937
H -0.401 -0.991 -1.195
H 0.751 -2.127 -0.501
H -2.062 0.495 0.427
H -1.928 0.537 2.207
H 0.029 -1.316 3.438
H 0.984 -2.351 2.371
C 2.882 1.652 3.756
O 1.562 1.375 4.229
C 0.542 1.363 3.344
O -0.556 1.104 3.812
H 3.540 1.454 4.598
H 2.973 2.693 3.451
H 3.143 1.002 2.921
S -4.673 1.750 -0.688
C -3.115 1.771 -1.296
S -1.904 2.853 -0.688
C -0.655 1.882 -1.432
N -1.123 0.931 -2.176
N -2.512 0.912 -2.155
C -3.123 -0.131 -2.917
C -2.351 -1.235 -3.280
C -2.925 -2.267 -4.004
C -4.259 -2.209 -4.381
C -5.010 -1.096 -4.039
C -4.453 -0.054 -3.311
S 1.023 2.082 -1.066
H -1.306 -1.267 -3.013
H -2.317 -3.119 -4.282
H -4.703 -3.015 -4.949
H -6.046 -1.024 -4.343
H -5.048 0.808 -3.057
```

Output
* 2S+1: 1
* frontier orbital gap: 7.410 eV
* HOMO level: -7.64 eV

> Which value of 2S+1 does entry 3 give?

1